# 1
C15H13F2N3 in the gas phase in a non-equilibrium geometry, computed with ωB97M-V with the def2-TZVPD basis set.

## Properties
- DFT total energy (eV) = -25669.3740
- HOMO-LUMO gap (eV) = 9.709
- HOMO level (eV) = -9.0486
- LUMO level (eV) = 0.66

Positions of all 33 atoms, in Å:
F: -1.526 -1.114 3.348
F: -3.376 1.045 -1.382
N: 2.213 -0.569 -1.319
N: 4.436 0.183 -1.713
N: 3.352 -0.101 -1.465
C: 1.386 0.123 -0.435
C: -1.094 0.467 -1.067
C: 0.602 1.851 -2.074
C: -2.053 1.293 -1.642
C: 0.252 0.819 -1.198
C: -2.817 3.262 -2.965
C: 1.749 -1.935 0.981
C: 0.389 -2.445 2.933
C: -0.379 2.631 -2.676
C: 0.975 -0.810 0.709
C: 1.482 -2.722 2.103
C: -1.738 2.389 -2.435
C: -0.391 -1.340 2.608
C: 0.031 -3.269 4.117
C: -0.088 -0.480 1.561
H: -0.694 0.409 1.390
H: -1.405 -0.404 -0.491
H: -0.106 3.456 -3.337
H: 2.578 -2.219 0.327
H: 2.133 -3.565 2.345
H: -0.832 -3.911 3.905
H: 1.657 2.059 -2.279
H: 1.899 0.966 0.092
H: -3.597 2.689 -3.476
H: -0.223 -2.650 4.986
H: 0.870 -3.916 4.388
H: -2.387 3.971 -3.675
H: -3.297 3.838 -2.164

Forces on atoms 1 to 6 (eV/Å):
0.840 0.040 -0.397
0.792 0.015 -0.251
2.487 -0.452 -1.686
-2.784 -0.557 0.725
2.188 0.029 -0.855
-1.777 1.503 2.143


# 2
C2H5N3OS2 in the gas phase in a non-equilibrium geometry, computed with ωB97M-V with the def2-TZVPD basis set.

## Properties
- DFT total energy (eV) = -30341.3719
- HOMO-LUMO gap (eV) = 9.158
- HOMO level (eV) = -8.8953
- structure (SMILES) = NNC(=S)SNC=O
- LUMO level (eV) = 0.26
- ΔE to the lowest compared entry with this formula, charge and spin (eV) = 1.896

Positions of all 13 atoms, in Å:
S: -0.619 0.656 -0.344
S: 1.032 -1.197 1.264
O: -2.571 -2.101 1.415
N: 1.855 0.352 -0.639
N: -1.572 -0.148 0.767
N: 1.690 1.538 -1.354
C: 0.929 -0.053 0.170
C: -2.117 -1.457 0.469
H: -2.191 -1.633 -0.589
H: -1.605 -0.003 1.838
H: 1.547 2.305 -0.631
H: 2.861 0.127 -0.404
H: 0.760 1.616 -1.963

Forces on atoms 1 to 6 (eV/Å):
-1.050 -0.009 1.540
0.616 -1.326 1.581
0.841 0.717 -2.530
3.549 0.663 -1.016
-1.734 -1.654 0.975
-2.003 2.630 -0.655


# 3
2 unconnected molecules or ions with the total composition C4H9N in a non-equilibrium geometry, computed with ωB97M-V with the def2-TZVPD basis set.

## Properties
- DFT total energy (eV) = -5781.6052
- HOMO-LUMO gap (eV) = 10.624
- HOMO level (eV) = -9.7229
- structure (SMILES) = C=NC.C=C
- LUMO level (eV) = 0.90
- ΔE to the lowest compared entry with this formula, charge and spin (eV) = 2.207

Positions of all 14 atoms, in Å:
N: 1.062 1.143 -3.077
C: -1.552 -1.498 3.015
C: -0.147 0.411 -2.589
C: 1.932 1.367 -2.192
C: -0.461 -0.841 3.369
H: -2.076 -2.257 3.584
H: 0.284 -1.261 4.030
H: -0.768 1.215 -2.189
H: -2.218 -1.142 2.238
H: 0.047 -0.361 -1.852
H: 2.868 1.867 -2.435
H: 1.705 1.330 -1.118
H: -0.540 0.041 -3.531
H: -0.138 -0.014 2.747

Forces on atoms 1 to 6 (eV/Å):
0.573 -1.215 0.695
-1.452 0.439 0.450
0.647 1.667 -1.197
-0.301 1.231 0.212
0.629 -0.614 -1.056
0.777 -0.487 0.132


# 4
A molecular structure, C5H7N3O2 in a non-equilibrium geometry, computed with ωB97M-V with the def2-TZVPD basis set.

## Properties
- DFT total energy (eV) = -13859.5342
- HOMO-LUMO gap (eV) = 8.721
- HOMO level (eV) = -8.5526
- LUMO level (eV) = 0.17
- ΔE to the lowest compared entry with this formula, charge and spin (eV) = 4.654

Positions of all 17 atoms, in Å:
O: 0.899 1.742 -1.009
O: 1.324 -0.971 -1.518
N: -0.948 0.478 0.236
N: -0.392 0.049 1.422
N: 1.737 0.944 -0.359
C: 1.885 -0.362 -0.660
C: -1.261 -1.716 0.281
C: -0.599 -1.263 1.464
C: -1.447 -0.607 -0.492
C: -0.790 1.800 -0.152
H: -1.273 2.060 -1.109
H: -0.365 2.427 0.633
H: 2.839 -0.832 -0.058
H: 2.066 1.145 0.579
H: -1.582 -2.677 -0.098
H: -0.276 -1.969 2.299
H: -1.817 -0.250 -1.460

Forces on atoms 1 to 6 (eV/Å):
-2.032 0.777 0.817
-0.524 -0.661 -0.688
-0.138 -0.869 0.700
-0.321 -0.559 0.300
0.548 -0.364 0.774
2.524 -1.060 0.713